(1)
ORCA calculation (ωB97M-V/def2-TZVPD) on an isolated ion of composition C4H4F3N4O2 and charge +1.

Output
**SMILES**: O=C(O)Cn1nnc[n+]1C(F)(F)F
**Net charge**: +1
**E_tot**: -823.59811 Ha
**Multiplicity**: 1

Cartesian coordinates (Å):
O 2.53 -1.76 0.61
C 2.11 -0.67 0.43
O 2.49 0.40 1.14
C 1.21 -0.43 -0.80
N 0.12 0.54 -0.60
N 0.20 1.79 -0.88
N -0.93 2.39 -0.55
C -1.72 1.46 -0.05
N -1.09 0.28 -0.07
C -1.55 -1.06 0.40
F -2.76 -0.88 0.88
F -0.71 -1.47 1.33
F -1.56 -1.88 -0.62
H 1.85 1.13 1.18
H 1.79 -0.04 -1.64
H 0.76 -1.38 -1.08
H -2.73 1.59 0.32

Atomic charges from the natural (NBO) analysis, expressed in e, are listed below:
1 O -0.465
2 C 0.763
3 O -0.642
4 C -0.364
5 N 0.080
6 N 0.089
7 N -0.187
8 C 0.244
9 N -0.206
10 C 1.120
11 F -0.257
12 F -0.262
13 F -0.261
14 H 0.492
15 H 0.297
16 H 0.276
17 H 0.283

(2)
ORCA calculation (ωB97M-V/def2-TZVPD) on a 2-piece molecular cluster, C4H4F3O2P overall at a distorted geometry.

Output
**E_tot**: -946.17682 Ha
**Multiplicity**: 1

Cartesian coordinates (Å):
C -0.69 -0.15 0.28
C -2.18 -0.19 0.16
C -0.13 0.88 -0.22
C 2.01 1.10 -0.04
O -0.07 -1.23 0.86
O 0.88 -2.32 -1.22
F 2.59 -0.10 0.16
F 2.40 1.59 -1.17
F 2.25 1.85 1.02
P 0.86 -2.43 0.25
H -2.44 0.72 -0.14
H -2.47 -1.04 -0.51
H -2.50 -0.60 1.11
H -0.51 1.92 -0.55

Atomic charges from the natural (NBO) analysis, expressed in e, are listed below:
1 C 0.243
2 C -0.633
3 C -0.289
4 C 1.014
5 O -0.822
6 O -1.010
7 F -0.346
8 F -0.307
9 F -0.320
10 P 1.564
11 H 0.219
12 H 0.225
13 H 0.226
14 H 0.236

(3)
ORCA calculation (ωB97M-V/def2-TZVPD) on C4H4FN in the gas phase at a distorted geometry.

Output
**SMILES**: N#CC/C=C\F
**E_tot**: -309.37148 Ha
**Multiplicity**: 1

Cartesian coordinates (Å):
C 0.71 0.18 1.63
C 1.06 -0.43 0.52
C 0.02 -0.82 -0.51
C -0.26 0.06 -1.65
H 1.34 0.56 2.37
H 1.99 -1.02 0.32
H -0.92 -0.80 0.12
H 0.05 -1.89 -0.73
N -0.86 0.49 -2.51
F -0.63 0.64 1.72

Atomic charges from the natural (NBO) analysis, expressed in e, are listed below:
1 C 0.242
2 C -0.261
3 C -0.559
4 C 0.278
5 H 0.188
6 H 0.235
7 H 0.276
8 H 0.259
9 N -0.300
10 F -0.358

Q: Which value of E_tot does entry 3 give?
A: -309.37148 Ha

Q: What is the multiplicity in the third record?
A: 1